Entry from the OMol25 dataset: an isolated ion of composition C4H9O2 and charge -1 at a distorted geometry (wB97M-V/def2-TZVPD).

Results
- E: -308.2786 a.u.
- SMILES: C[C@H](O)CC[O-]
- Kohn-Sham gap: 0.2836 hartree
- Maximum force: 2.192 eV Å⁻¹
- Total charge: -1
- LUMO level: 4.413 eV
- Spin multiplicity: 1
- Energy relative to the best compared isomer or geometry (same formula, charge and spin): 41.6 kcal per mole

Each line ends with the natural charge from an NBO analysis.
Positions of all 15 atoms, in Å:
O 1.498 -1.631 -0.870  -0.910
O -0.877 -0.771 -1.269  -0.847
C -0.454 0.327 -0.493  0.114
C -1.707 1.070 0.019  -0.628
C 1.730 -0.842 0.222  -0.019
C 0.460 -0.081 0.690  -0.450
H -0.086 -0.714 1.409  0.171
H 2.114 -1.420 1.080  0.102
H 0.132 -1.395 -1.287  0.510
H -2.452 0.984 -0.769  0.209
H 0.589 0.826 1.302  0.170
H -2.020 0.537 0.917  0.191
H 2.445 -0.006 0.023  0.085
H -1.487 2.123 0.208  0.179
H 0.115 0.992 -1.183  0.122